Record 1
Molecular formula: C22H67BF3N3O12P
Method: DFT, ωB97M-V/def2-TZVPD

Output
molecular weight: 664.6 g mol⁻¹
net charge: +1
HOMO-LUMO gap: 7.96 eV
HOMO level: -10.189 eV
E_LUMO: -2.22 eV

Cartesian coordinates (Å):
C  0.92  -3.21  3.31
B  1.24  -1.71  3.63
O  1.16  -1.17  4.88
C  1.62  -0.76  2.38
N  2.80  -1.32  1.76
C  1.89  0.68  2.80
N  2.12  1.62  1.68
C  1.49  1.18  0.41
P  1.39  2.53  -0.87
C  1.50  4.16  -0.04
C  2.89  2.28  -1.91
C  0.15  0.53  0.75
C  -0.78  0.31  -0.43
C  -2.11  -0.32  0.03
C  -2.82  0.49  1.04
F  -2.72  1.85  0.92
C  -3.61  0.01  2.01
F  -3.41  -1.17  2.62
F  -4.66  0.68  2.49
N  0.47  -0.79  1.37
H  1.70  -3.87  3.68
H  -0.04  -3.48  3.73
H  0.92  -3.32  2.23
H  1.91  -1.37  5.45
H  3.62  -0.78  1.99
H  2.98  -2.28  2.05
H  1.01  1.02  3.35
H  2.72  0.73  3.48
H  3.12  1.59  1.52
H  2.13  0.41  -0.03
H  0.82  4.82  -0.56
H  1.28  4.14  1.02
H  2.49  4.56  -0.24
H  2.62  1.53  -2.65
H  3.75  1.94  -1.34
H  3.12  3.19  -2.45
H  -0.37  1.17  1.46
H  -0.31  -0.38  -1.13
H  -1.03  1.24  -0.91
H  -2.73  -0.39  -0.86
H  -1.98  -1.35  0.37
H  0.70  -1.47  0.64
H  -0.37  -1.13  1.85
C  5.23  5.06  0.15
O  5.06  5.19  -1.26
H  4.75  4.14  0.46
H  6.30  5.01  0.40
H  4.77  5.91  0.67
H  5.49  6.01  -1.53
C  0.44  -5.21  -0.58
O  0.81  -3.88  -0.17
H  -0.37  -5.55  0.05
H  0.10  -5.20  -1.62
H  1.28  -5.89  -0.48
H  1.52  -3.59  -0.75
C  -2.50  3.20  -3.74
O  -2.30  2.00  -2.99
H  -2.24  2.99  -4.78
H  -3.54  3.52  -3.70
H  -1.85  4.00  -3.36
H  -2.54  2.20  -2.08
C  -2.96  -6.95  -1.10
O  -1.65  -7.50  -1.02
H  -3.01  -6.09  -0.43
H  -3.18  -6.63  -2.12
H  -3.71  -7.68  -0.78
H  -1.61  -8.26  -1.61
C  7.45  3.52  -2.55
O  8.17  4.66  -3.03
H  7.28  3.66  -1.49
H  6.49  3.44  -3.06
H  8.03  2.61  -2.71
H  8.32  4.54  -3.97
C  -2.05  -0.27  5.89
O  -3.47  -0.34  5.81
H  -1.75  -0.66  6.86
H  -1.59  -0.87  5.11
H  -1.72  0.77  5.81
H  -3.74  0.00  4.95
C  -2.66  3.74  4.49
O  -2.45  3.14  5.76
H  -1.72  4.19  4.18
H  -2.97  3.00  3.75
H  -3.43  4.52  4.55
H  -3.28  2.75  6.04
C  -5.27  -1.81  -1.91
O  -3.92  -2.28  -1.81
H  -5.34  -0.89  -1.35
H  -5.53  -1.61  -2.95
H  -5.97  -2.54  -1.49
H  -3.86  -3.10  -2.31
C  6.46  1.46  2.04
O  5.55  0.55  2.67
H  5.98  2.43  1.99
H  7.38  1.54  2.62
H  6.71  1.13  1.03
H  5.98  -0.31  2.71
C  -3.82  -6.49  -5.73
O  -3.75  -6.12  -4.35
H  -4.71  -7.10  -5.86
H  -3.89  -5.61  -6.37
H  -2.95  -7.08  -6.02
H  -2.96  -5.58  -4.24
C  -5.64  1.78  -5.42
O  -4.98  2.87  -6.06
H  -5.80  2.06  -4.38
H  -6.60  1.57  -5.89
H  -5.02  0.88  -5.45
H  -4.84  2.62  -6.98

=====

Record 2
Molecular formula: C22H68N16O10
Method: DFT, ωB97M-V/def2-TZVPD

Output
molecular weight: 716.9 g mol⁻¹
2S+1: 2
net charge: +1
HOMO-LUMO gap (alpha / beta): 8.72 / 3.47 eV
HOMO level (alpha / beta): -11.171 / -11.171 eV
<S²>: 0.75
E_LUMO (alpha / beta): -2.45 / -7.70 eV
relative energy (zero: lowest compared OMol25 entry of this formula, charge and spin): 75.8 kcal/mol

Cartesian coordinates (Å):
C  -6.93  0.16  0.07
C  -6.10  -0.96  -0.48
C  -5.23  -1.63  0.55
O  -4.25  -0.71  0.96
C  -3.63  -1.13  2.26
N  -7.01  -1.93  -0.99
H  -6.30  0.89  0.59
H  -7.64  -0.21  0.81
H  -7.53  0.67  -0.68
H  -5.54  -0.51  -1.30
H  -4.87  -2.63  0.31
H  -5.81  -2.05  1.38
H  -3.25  -2.15  2.25
H  -4.50  -1.09  2.91
H  -2.89  -0.38  2.56
H  -7.80  -1.54  -1.47
H  -6.46  -2.50  -1.63
C  0.04  -4.05  2.54
C  0.31  -5.59  2.78
C  1.77  -5.92  3.13
O  1.91  -7.38  3.08
C  3.18  -7.84  2.71
N  -0.56  -6.12  3.74
H  0.73  -3.52  1.89
H  -0.02  -3.51  3.49
H  -0.96  -3.93  2.13
H  -0.05  -6.05  1.86
H  2.13  -5.47  4.05
H  2.38  -5.38  2.40
H  2.94  -8.90  2.67
H  3.91  -7.65  3.50
H  3.66  -7.57  1.77
H  -0.16  -6.01  4.66
H  -0.47  -7.10  3.51
C  0.42  -0.28  1.08
C  0.66  0.42  -0.29
C  -0.07  1.73  -0.40
O  0.34  2.60  0.58
C  -0.15  4.00  0.46
N  2.19  0.58  -0.48
H  0.78  -1.31  1.12
H  -0.66  -0.46  1.14
H  0.79  0.23  1.97
H  0.32  -0.26  -1.08
H  -1.16  1.63  -0.37
H  0.16  2.17  -1.37
H  0.57  4.80  0.66
H  -0.90  4.17  1.24
H  -0.48  4.27  -0.54
H  2.62  -0.20  0.01
H  2.44  1.53  -0.25
C  0.93  0.31  -6.19
C  0.43  1.21  -5.08
C  -0.26  0.45  -4.02
O  -1.68  0.28  -4.50
C  -2.61  -0.28  -3.55
N  1.61  1.92  -4.62
H  1.09  0.87  -7.12
H  0.14  -0.41  -6.41
H  1.69  -0.45  -6.01
H  -0.24  1.94  -5.54
H  -0.32  1.10  -3.15
H  0.32  -0.45  -3.78
H  -3.58  -0.29  -4.04
H  -2.55  0.13  -2.54
H  -2.20  -1.28  -3.40
H  1.52  2.12  -3.63
H  1.65  2.84  -5.03
C  3.77  -2.10  1.76
O  4.13  -1.87  0.61
N  3.96  -3.12  2.55
N  3.09  -1.27  2.55
H  3.73  -3.17  3.53
H  4.58  -3.86  2.26
H  2.91  -0.37  2.15
H  2.69  -1.55  3.44
C  6.36  -0.74  -2.65
O  7.28  -0.91  -3.44
N  5.62  0.26  -2.44
N  6.10  -1.52  -1.68
H  5.66  1.09  -3.01
H  4.96  0.09  -1.69
H  6.70  -2.33  -1.66
H  5.55  -1.25  -0.87
C  2.66  2.95  3.90
O  2.73  1.99  3.17
N  3.69  3.46  4.35
N  1.51  3.57  4.17
H  4.60  3.23  3.99
H  3.62  4.18  5.06
H  1.44  4.48  4.59
H  0.78  3.08  3.67
C  3.27  3.66  -1.31
O  2.38  3.94  -2.13
N  4.51  3.47  -1.61
N  3.21  3.57  0.04
H  5.21  3.20  -0.94
H  4.93  3.76  -2.48
H  2.29  3.74  0.42
H  4.04  3.41  0.59
C  -3.28  3.78  -2.19
O  -3.27  4.83  -1.57
N  -4.36  3.08  -2.36
N  -2.26  3.33  -2.95
H  -5.29  3.33  -2.05
H  -4.28  2.46  -3.15
H  -1.52  4.01  -2.92
H  -2.20  2.39  -3.31
C  -4.07  2.96  1.78
O  -4.68  2.85  2.88
N  -3.83  1.96  1.01
N  -3.63  4.04  1.21
H  -4.14  1.09  1.42
H  -3.14  2.05  0.29
H  -3.59  4.81  1.86
H  -3.23  3.97  0.29